This record from the OMol25 dataset describes the molecule C18H11N5S in a non-equilibrium geometry. The level of theory is ωB97M-V with the def2-TZVPD basis set.

Results
LUMO energy in eV: -0.87
SMILES string: C1=Nn2c(nnc2-c2ccccc2)Sc2nc3ccccc3cc21
M in g/mol: 329.4
Calculated total energy in eV: -37128.4416
Relative energy (zero: lowest compared OMol25 entry of this formula, charge and spin) in eV: 0.000
Frontier orbital gap in eV: 7.57
Charge: 0

Geometry as XYZ:
```
35
C18H11N5S (ωB97M-V with the def2-TZVPD basis set)
C 2.1953 0.3143 0.0359
N 1.6596 -0.5544 -0.7641
N 0.3681 -0.6052 -1.1596
C -0.4555 0.4728 -1.4227
N -1.5754 0.0484 -1.9349
N -1.5260 -1.3168 -2.0444
C -0.3440 -1.7195 -1.5710
C -0.0064 -3.1845 -1.5274
C -0.9807 -4.0698 -2.0980
C -0.8098 -5.4537 -2.1055
C 0.3247 -6.0061 -1.5045
C 1.3066 -5.1602 -0.9533
C 1.1614 -3.7719 -0.9952
S -0.1198 2.1700 -1.2118
C 0.5493 2.1948 0.4118
N 0.0302 3.1802 1.2074
C 0.4894 3.3170 2.4611
C -0.0140 4.3703 3.2127
C 0.4039 4.5177 4.5458
C 1.4233 3.7286 5.0426
C 1.9796 2.7114 4.2700
C 1.5228 2.4959 2.9629
C 2.0578 1.4989 2.1548
C 1.5336 1.3143 0.8757
H 3.2415 0.1751 0.2609
H -1.8974 -3.6703 -2.4840
H -1.5467 -6.0992 -2.5113
H 0.4492 -7.0919 -1.4718
H 2.1972 -5.5699 -0.4819
H 1.9383 -3.1798 -0.5629
H -0.7995 4.9893 2.7909
H -0.0217 5.3125 5.1671
H 1.7795 3.8807 6.0631
H 2.8022 2.1078 4.6815
H 2.8577 0.8632 2.4938
```

This record from the OMol25 dataset describes a structure of composition C16H20BrCoIN2OS3 in a non-equilibrium geometry. The level of theory is ωB97M-V with the def2-TZVPD basis set.

Results
LUMO energy (alpha / beta) in eV: -11.51 / -11.51
M in g/mol: 618.3
Calculated total energy in eV: -170193.8708
Relative energy (zero: lowest compared OMol25 entry of this formula, charge and spin) in eV: 0.692
Frontier orbital gap (alpha / beta) in eV: 5.49 / 5.49
Charge: +3

Geometry as XYZ:
```
45
C16H20BrCoIN2OS3 (ωB97M-V with the def2-TZVPD basis set)
Co -0.3518 -0.0159 0.2589
C 1.3844 2.9390 0.3600
C 2.2228 1.8659 -0.2801
S 1.9438 0.1941 0.3321
C 2.3949 0.2185 2.0815
C 1.3673 0.8014 3.0242
S -0.3024 0.2315 2.6039
C -1.3330 1.6936 2.8229
C -0.9131 2.9048 2.0181
S -0.3779 2.4886 0.3278
H 1.4940 3.8591 -0.2166
H 1.6798 3.1573 1.3827
H 3.2883 2.0794 -0.1662
H 2.0193 1.7921 -1.3488
H 3.3501 0.7424 2.1616
H 2.5914 -0.8292 2.3107
H 1.3700 1.8876 3.0494
H 1.5737 0.4489 4.0362
H -1.3643 1.9272 3.8894
H -2.3281 1.3518 2.5387
H -0.1184 3.4812 2.4875
H -1.7724 3.5699 1.9234
O -2.2083 0.1925 -5.4116
C -1.6296 0.2144 -4.2383
C -0.2423 0.1322 -4.0207
C 0.2390 0.1368 -2.7369
N -0.5747 0.2184 -1.6634
C -1.8873 0.3087 -1.8996
Br -2.8627 0.3544 -0.2569
C -2.4829 0.3180 -3.1199
H -1.5992 0.1191 -6.1624
H 0.4493 0.0611 -4.8502
H 1.3006 0.0551 -2.5457
H -3.5540 0.3971 -3.2511
I 1.6081 -4.9234 2.7346
C 0.4508 -3.9903 1.2939
C -0.2629 -4.7114 0.3421
C -1.0179 -4.0189 -0.5920
C -1.0365 -2.6395 -0.5637
N -0.3454 -1.9412 0.3552
C 0.3787 -2.6112 1.2690
H -0.2341 -5.7933 0.3310
H -1.5906 -4.5470 -1.3418
H -1.6183 -2.0861 -1.2835
H 0.9019 -2.0346 2.0144
```

This record from the OMol25 dataset describes a structure of composition C29H36N7O2PdS2. The level of theory is ωB97M-V with the def2-TZVPD basis set.

Results
LUMO energy in eV: -3.11
M in g/mol: 685.2
Calculated total energy in eV: -70331.9618
Frontier orbital gap in eV: 6.92
Charge: +1

Geometry as XYZ:
```
77
C29H36N7O2PdS2 (ωB97M-V with the def2-TZVPD basis set)
Pd 0.3627 0.7002 -0.7661
S -0.4333 1.6611 -2.6800
C -1.7482 2.5292 -1.8946
N -1.9203 2.4723 -0.6117
C -2.9786 3.2865 -0.2285
C -3.4204 3.4530 1.0838
C -4.4842 4.3005 1.3203
C -5.1132 4.9774 0.2691
C -4.6892 4.8184 -1.0364
C -3.6145 3.9677 -1.2722
S -2.8420 3.5520 -2.7751
H -2.9263 2.9163 1.8832
H -4.8406 4.4459 2.3315
H -5.9446 5.6359 0.4818
H -5.1811 5.3437 -1.8440
C -3.5438 -1.3462 2.2709
N -2.9195 -1.3849 0.9475
C -3.3921 -2.2365 0.0087
C -2.8510 -2.2945 -1.2203
C -1.7714 -1.4062 -1.5106
N -1.2785 -0.5812 -0.5860
C -1.8278 -0.5549 0.6886
O -1.3589 0.1420 1.5663
N -1.2386 -1.4344 -2.7350
H -4.6185 -1.2171 2.1580
H -3.1341 -0.5032 2.8155
H -3.3380 -2.2695 2.8114
H -4.2299 -2.8527 0.3066
H -3.2356 -2.9594 -1.9772
H -1.7043 -1.9750 -3.4430
H -0.7048 -0.6286 -3.0376
C 5.7989 0.9637 -0.3941
C 4.8671 -0.0597 -1.0058
N 3.5027 0.4507 -1.0078
C 3.1580 1.7591 -0.9115
N 1.8806 2.0624 -0.7950
C 1.4953 3.4771 -0.7943
C 2.5790 4.3619 -0.2170
C 3.8569 4.1102 -0.9836
N 4.1494 2.6806 -0.9569
C 5.5486 2.2850 -1.0912
H 6.8388 0.6625 -0.5138
H 5.5927 1.0695 0.6731
H 4.8749 -0.9980 -0.4509
H 5.1822 -0.2818 -2.0296
H 2.7833 -0.1694 -0.6752
H 0.5869 3.5679 -0.2039
H 1.2581 3.7914 -1.8146
H 2.7322 4.1396 0.8413
H 2.2796 5.4066 -0.3010
H 4.7057 4.6258 -0.5351
H 3.7654 4.4618 -2.0168
H 6.1515 3.0778 -0.6500
H 5.8255 2.2158 -2.1495
C -1.1560 -6.5269 0.4189
C -0.5980 -5.1669 0.7171
C -0.8287 -4.5477 1.9384
C -0.2983 -3.3002 2.2330
C -0.5892 -2.7201 3.5971
C 0.4788 -2.6318 1.2573
C 0.9280 -1.2956 1.6277
O 1.4327 -0.4114 0.9350
C 0.7495 -3.2641 0.0205
C 1.6542 -2.6950 -1.0337
C 0.1977 -4.5114 -0.2176
H -1.9292 -6.8067 1.1320
H -0.3665 -7.2794 0.4684
H -1.5765 -6.5672 -0.5862
H -1.4285 -5.0551 2.6849
H -1.2255 -3.4037 4.1558
H -1.0982 -1.7565 3.5454
H 0.3233 -2.5758 4.1771
H 0.7600 -1.0335 2.6775
H 2.6770 -2.6106 -0.6623
H 1.3262 -1.7094 -1.3622
H 1.6674 -3.3517 -1.9017
H 0.4072 -4.9974 -1.1643
```

This record from the OMol25 dataset describes the molecule C4H7N3 in a non-equilibrium geometry. The level of theory is ωB97M-V with the def2-TZVPD basis set.

Results
LUMO energy (alpha / beta) in eV: -0.29 / -0.44
M in g/mol: 97.1
Calculated total energy in eV: -8727.5040
Relative energy (zero: lowest compared OMol25 entry of this formula, charge and spin) in eV: 4.175
Frontier orbital gap (alpha / beta) in eV: 8.02 / 7.84
Charge: 0

Geometry as XYZ:
```
14
C4H7N3 (ωB97M-V with the def2-TZVPD basis set)
C 2.2566 -0.1601 0.1706
C -0.0694 -0.9150 -0.2108
C -1.3761 -0.1688 -0.3254
C 0.9621 -0.2507 0.6581
N 3.2876 -0.3030 -0.3711
N -1.0203 1.1921 -0.4019
N -0.1052 1.7499 0.4346
H -0.3300 -1.9602 0.1068
H 0.4648 -1.0075 -1.2704
H -1.8965 -0.5475 -1.2792
H -1.8481 -0.2905 0.7466
H 0.7543 -0.2541 1.6734
H -0.6785 1.5515 -1.3140
H -0.4014 1.3639 1.3827
```